The following is a DFT calculation (ωB97M-V/def2-TZVPD) of a structure of composition C16H24ClN4O7S4Sr.

Results
Frontier orbital gap = 5.75 eV
Energy relative to the best compared isomer or geometry (same formula, charge and spin) = 0.0 kcal/mol
LUMO level = 2.1652 eV
Charge = -1
E_HOMO = -3.59 eV

XYZ file:
```
57
C16H24ClN4O7S4Sr ωB97M-V/def2-TZVPD
Sr -1.98 -1.74 -0.60
C -2.25 3.04 1.46
N -2.30 1.63 1.81
C -3.63 1.04 1.98
C -1.25 0.81 1.64
O -1.35 -0.42 1.72
C 0.10 1.44 1.31
O 0.97 0.56 0.67
C 1.53 -0.48 1.43
C 1.06 -1.83 0.90
O 0.39 -1.88 -0.13
N 1.44 -2.92 1.57
C 2.14 -2.84 2.83
C 0.98 -4.24 1.14
H -3.13 3.53 1.86
H -2.25 3.17 0.37
H -1.37 3.52 1.88
H -4.19 1.62 2.72
H -3.52 0.02 2.32
H -4.18 1.05 1.03
H 0.53 1.84 2.24
H -0.03 2.28 0.63
H 1.27 -0.39 2.49
H 2.62 -0.42 1.33
H 2.97 -2.13 2.79
H 2.55 -3.82 3.06
H 1.47 -2.56 3.65
H 0.55 -4.18 0.15
H 0.21 -4.62 1.82
H 1.83 -4.92 1.12
S -1.79 -6.49 0.47
C -2.12 -4.92 0.03
S -2.72 -3.79 1.23
S -1.85 -4.41 -1.63
N 0.77 -1.61 -3.04
C 1.63 -0.71 -2.53
S 3.11 -1.19 -1.92
N 1.15 0.56 -2.61
C 1.63 1.78 -2.11
C 0.70 2.83 -2.04
C 1.07 4.07 -1.56
C 2.37 4.30 -1.14
C 3.29 3.28 -1.22
C 2.95 2.02 -1.71
H 0.93 -2.58 -2.82
H -0.16 -1.33 -3.33
H 0.18 0.63 -2.89
H -0.32 2.65 -2.36
H 0.33 4.86 -1.52
H 2.66 5.27 -0.76
H 4.32 3.44 -0.91
H 3.67 1.23 -1.77
O -2.13 0.08 -3.36
Cl -2.63 0.82 -2.23
O -2.88 2.17 -2.55
O -3.79 0.14 -1.70
O -1.60 0.73 -1.19
```